Record 1
15
Properties=species:S:1:pos:R:3:forces:R:3 method="wB97M-V/def2-TZVPD" lumo_ha=-0.005 homo_energy_ev=-9.39 de_lowest_kcal_mol=155.01 max_force_ev_per_a=6.615
C 0.36270 1.05891 0.13051 4.7300 3.3105 3.2297
C -1.34600 0.31717 -1.28376 0.1088 -1.3049 0.7374
C 0.15037 0.12078 -0.81217 -1.8333 -3.9679 -4.2599
C 2.45432 0.90763 0.52730 -2.5001 -0.8627 -1.0923
N 2.86953 -0.32417 -0.04446 -0.5983 -1.4786 1.7585
O -0.09081 2.00554 0.63287 -0.5184 -0.2506 0.1733
O 3.00806 -1.28841 0.74610 0.0498 0.9261 -1.3902
O 2.92326 -0.40680 -1.26551 0.4885 -0.2030 0.0617
H -1.42883 1.37804 -1.28056 -0.4026 0.9786 -1.6550
H -1.96608 0.20206 -0.40662 -0.2716 -0.8692 0.4725
H -1.81220 -0.33833 -2.08845 1.1530 1.2907 0.7429
H 0.39385 -0.88406 -0.37581 -0.2720 0.6658 -0.4632
H 0.90340 0.25871 -1.66193 -0.8938 -0.1117 1.1874
H 2.74746 1.62504 -0.19572 0.3372 1.3638 0.2812
H 2.50379 0.89476 1.59579 0.4227 0.5130 0.2159

=====

Record 2
10
Properties=species:S:1:pos:R:3:forces:R:3 method="wB97M-V/def2-TZVPD" lumo_ha=0.029 homo_energy_ev=-9.66 smiles=N#Cc1ccoc1 de_lowest_kcal_mol=2.66 max_force_ev_per_a=1.117
N 3.03140 -0.50715 -0.80854 -0.9514 0.2737 0.5178
C 1.98370 -0.25288 -0.38559 0.9559 -0.1733 -0.2608
C 0.64427 0.01156 0.02812 -0.0847 0.1352 -0.0327
C -0.40863 -0.96222 0.09887 -0.1230 -0.0046 -0.1539
C -1.54721 -0.25381 0.23527 0.0630 -0.1970 -0.2479
O -1.28203 1.07777 0.32207 0.0267 -0.0275 -0.1250
C 0.04813 1.22740 0.19004 0.2079 -0.0669 -0.0761
H -0.32459 -2.03468 0.01765 0.0497 0.1243 -0.1090
H -2.57247 -0.54408 0.09534 -0.1242 0.0982 0.4815
H 0.42743 2.23808 0.20676 -0.0198 -0.1620 0.0060

=====

Record 3
17
Properties=species:S:1:pos:R:3:forces:R:3 method="wB97M-V/def2-TZVPD" lumo_ha=0.026 homo_energy_ev=-8.33 de_lowest_kcal_mol=93.83 max_force_ev_per_a=3.216
C -0.60647 -0.65695 -1.66293 0.6190 0.3236 -0.0334
C -1.08448 -0.56966 -0.22391 -0.0114 0.0187 -0.0995
C -0.03727 -1.04127 0.83582 0.1073 -0.1047 0.1509
C 0.38872 0.45443 1.01906 0.0222 -0.0539 0.1966
O 0.71661 1.00341 2.24716 0.1671 -0.1285 0.6760
C 1.11747 0.86086 -0.18324 -0.0330 0.7507 0.9514
C -0.77685 0.82113 0.21138 0.8856 0.3697 -0.6563
H -1.08629 0.10200 -2.29584 -0.2755 -0.1659 0.1528
H -0.80428 -1.64927 -2.11458 0.8027 0.4045 0.0934
H 0.43267 -0.11186 -1.45265 -1.5238 -2.2532 -1.7151
H -2.10606 -0.94770 -0.09242 0.1593 0.2681 0.1114
H 0.72373 -1.75259 0.49077 -0.0709 0.1619 0.1149
H -0.51207 -1.40050 1.75130 0.0318 0.0020 -0.1295
H 1.68268 1.01242 2.25566 -0.1609 0.1440 0.2598
H 1.29938 1.90309 -0.38814 -0.0698 0.3242 0.4888
H 1.99753 0.23327 -0.44445 -1.1581 0.0078 -0.5999
H -1.34501 1.73920 0.04703 0.5084 -0.0688 0.0378

=====

Record 4
49
Properties=species:S:1:pos:R:3:forces:R:3 method="wB97M-V/def2-TZVPD" lumo_ha=-0.284 homo_energy_ev=-12.19 de_lowest_kcal_mol=0.00 charge=+2 max_force_ev_per_a=5.272
C 4.48214 1.78301 6.02813 -0.3974 -0.3657 -0.8970
C 4.39550 1.96703 4.56586 -0.7906 -1.0567 0.7120
C 3.54257 1.17363 3.82592 -0.5279 0.7714 -0.5986
C 3.46711 1.31667 2.30111 2.2524 -2.3589 0.2213
C 4.47952 0.15806 1.78086 -2.6874 0.2933 -2.6017
C 4.20854 -0.31028 0.26239 0.8613 -2.4617 4.5674
O 3.88096 -1.12226 1.55716 1.2024 1.7378 1.1333
C 2.69054 0.14945 4.44210 1.8384 1.8874 -0.0965
N 1.85197 -0.63656 3.75231 0.0700 -0.2930 2.6153
S 1.22055 -1.57463 4.97938 0.3498 0.5643 0.0347
N 1.96565 -0.98048 6.29820 0.3802 0.3393 -0.6902
C 2.80802 0.00001 5.89733 -0.9026 -0.6631 -1.5238
C 3.71616 0.82729 6.66489 0.2660 0.2832 -0.0667
H 5.18297 2.43231 6.57404 -0.4842 -0.5054 -0.1333
H 5.00967 2.71652 4.04054 -0.3537 -0.3785 0.4998
H 3.87467 2.26240 1.90359 -0.4992 -0.2894 0.3548
H 2.48943 1.01784 1.88785 0.3472 0.5510 0.3211
H 5.54904 0.20908 2.11639 -1.1244 -0.2353 -0.3426
H 3.14798 -0.48766 -0.07784 5.0441 1.4374 0.5347
H 5.08666 -0.94363 0.04870 -0.5833 0.8047 -1.7068
H 3.79564 0.67383 7.74997 -0.1177 0.0706 -0.5969
C -7.11970 0.05068 -5.09088 0.0012 -0.1355 -0.0201
N -5.84346 -0.09128 -4.34847 -0.0275 0.1697 0.0413
C -5.29448 -1.31151 -4.22065 0.1712 0.0156 0.0866
C -4.08973 -1.47706 -3.57260 0.0759 -0.1884 0.0543
C -3.42122 -0.37345 -3.04595 -0.3689 0.0652 -0.2532
C -4.03049 0.87187 -3.17705 0.1575 0.1346 0.0477
C -5.24007 0.98960 -3.82944 0.1801 -0.0906 0.0706
C -2.09725 -0.50134 -2.39090 0.4171 0.0172 0.2354
C -0.99680 0.20398 -2.87140 -0.0966 0.1508 -0.1468
C 0.22038 0.11700 -2.22762 -0.1808 -0.0234 -0.0125
N 0.35951 -0.64213 -1.13142 -0.2045 -0.1530 0.0458
C -0.67506 -1.35469 -0.65461 -0.1253 0.0611 -0.0943
C -1.90883 -1.30295 -1.26735 -0.1873 -0.1427 0.0469
C 1.67424 -0.69162 -0.40953 -2.7980 -0.2577 -0.9118
H -7.86176 -0.58938 -4.61806 -0.0174 0.0331 -0.0828
H -6.94162 -0.25364 -6.12069 -0.1055 0.0077 0.0280
H -7.44814 1.08538 -5.06133 0.0596 -0.0390 0.0375
H -5.83143 -2.14444 -4.65570 -0.0347 0.0835 -0.0111
H -3.66785 -2.47234 -3.50389 -0.0461 0.0396 -0.0192
H -3.56988 1.76362 -2.76999 -0.0491 -0.0256 -0.0338
H -5.73121 1.94570 -3.94908 -0.0542 -0.0853 -0.0437
H -1.07529 0.82694 -3.75400 0.0366 -0.0215 0.0496
H 1.08913 0.65852 -2.57757 0.0127 -0.0611 0.0891
H -0.49655 -1.95264 0.23033 0.0685 0.0567 -0.0205
H -2.72531 -1.87515 -0.84407 0.0581 0.0167 0.0019
H 1.98781 -1.73403 -0.36314 -0.0074 0.0439 0.0573
H 1.50933 -0.28097 0.58685 0.1149 -0.1362 0.0273
H 2.38043 -0.09630 -0.96066 -1.1936 0.3316 -1.0100

=====

Record 5
79
Properties=species:S:1:pos:R:3:forces:R:3 method="wB97M-V/def2-TZVPD" s2=6.033 spin_multiplicity=5 lumo_ha="-0.243 / -0.294" homo_energy_ev="-13.16 / -13.30" charge=+2 max_force_ev_per_a=0.753
Ru 0.12048 1.86384 0.84320 -0.0230 -0.4523 0.6013
C 0.24374 -4.77535 -1.70047 0.0037 0.0350 -0.0148
C 0.20280 -4.21761 -0.26516 -0.0136 -0.0029 -0.0223
C 0.23477 -5.37837 0.74053 -0.0090 0.0178 -0.0153
C 1.41049 -3.30552 -0.04261 -0.0294 -0.1458 0.0073
C 2.69546 -3.77202 0.22301 0.0351 -0.0877 0.0159
C 3.76271 -2.90606 0.42720 0.0577 0.0223 0.0239
C 3.57867 -1.53167 0.36930 0.0797 -0.0264 0.0555
C 2.31505 -1.03646 0.07374 -0.1826 0.1571 0.1173
P 1.92024 0.72418 -0.13855 0.4261 -0.2494 -0.3224
C 2.35655 1.08488 -1.85359 -0.1074 0.0980 0.0021
C 3.61546 0.77004 -2.36693 -0.0105 0.0086 -0.0296
C 3.92026 1.08286 -3.68278 0.0293 -0.0364 0.0427
C 2.96790 1.68599 -4.49682 0.0207 0.0015 -0.0356
C 1.70051 1.96131 -4.00575 -0.0086 0.0016 0.0178
C 1.39502 1.66061 -2.68602 0.0533 -0.0950 0.0295
C 3.08705 1.53184 1.00013 -0.0194 -0.0646 -0.0370
C 4.18480 2.30698 0.63301 0.0373 0.0605 -0.0593
C 4.96297 2.90259 1.61413 -0.0036 0.0213 -0.0288
C 4.63883 2.75394 2.95961 0.0899 0.0621 -0.0063
C 3.53685 2.00050 3.33271 -0.0551 -0.0117 -0.0211
C 2.76635 1.38541 2.35525 0.1445 0.0707 -0.0249
C 1.27867 -1.93469 -0.12787 -0.0484 0.1123 0.0173
O 0.08344 -1.33663 -0.40683 0.0366 0.0644 -0.2693
C -1.04822 -2.01998 -0.08581 0.0483 0.1306 0.0181
C -2.13345 -1.21485 0.22703 0.1053 0.1361 0.1475
C -3.36360 -1.82675 0.45977 -0.0236 -0.0095 0.0660
C -3.45871 -3.20652 0.37889 -0.0633 0.0189 0.0166
C -2.32708 -3.97757 0.14343 -0.0090 -0.1165 0.0206
C -1.07826 -3.40209 -0.06670 0.0197 -0.1740 0.0169
P -1.91367 0.58535 0.41366 -0.3894 0.0371 -0.1072
C -3.17056 0.94722 1.68109 -0.0441 -0.0714 -0.0358
C -3.04341 0.31165 2.92189 -0.0185 -0.0069 -0.0039
C -3.96558 0.55514 3.92801 0.0340 -0.0359 0.0153
C -5.01403 1.44121 3.70692 -0.0065 0.0116 0.0150
C -5.14148 2.07749 2.48114 0.0461 0.0053 -0.0668
C -4.22449 1.83019 1.46315 -0.0360 0.0645 -0.0055
C -2.52928 1.32373 -1.12982 0.0146 0.0580 -0.0129
C -2.32394 2.68629 -1.36667 -0.1613 -0.0299 -0.0421
C -2.81337 3.28831 -2.51722 0.0376 -0.0325 0.0351
C -3.52595 2.53291 -3.43825 -0.0198 0.0232 -0.0496
C -3.74530 1.18229 -3.20671 0.0027 -0.0704 0.0048
C -3.24820 0.57484 -2.06129 0.1612 -0.0549 -0.0600
H 1.15573 -5.35768 -1.85529 -0.0666 0.0454 0.0140
H 0.22144 -3.96843 -2.43628 0.0013 -0.0379 0.0160
H -0.61488 -5.42805 -1.87810 0.0598 0.0489 0.0160
H 1.13126 -5.98388 0.60648 -0.0525 0.0186 -0.0006
H -0.61691 -6.04276 0.59483 0.0512 0.0171 0.0004
H 0.21471 -5.00846 1.76735 0.0025 -0.0279 -0.0296
H 2.87620 -4.83909 0.27759 -0.0089 0.0697 0.0144
H 4.74341 -3.30813 0.64873 -0.0537 0.0213 -0.0231
H 4.40548 -0.86046 0.57256 -0.0227 -0.0227 -0.0338
H 4.35180 0.27127 -1.74812 0.0159 0.0226 -0.0028
H 4.89999 0.84439 -4.07749 -0.0395 0.0197 0.0109
H 3.21115 1.92554 -5.52474 -0.0030 -0.0204 0.0473
H 0.95029 2.39940 -4.65144 0.0066 -0.0120 0.0272
H 0.39015 1.82424 -2.31277 -0.0749 0.0896 0.0222
H 4.43054 2.44567 -0.41339 0.0077 -0.0230 0.0328
H 5.82937 3.48614 1.32932 -0.0126 -0.0184 0.0084
H 5.26028 3.21607 3.71738 -0.0343 -0.0155 -0.0363
H 3.29226 1.87090 4.37828 -0.0089 -0.0098 0.0132
H 1.95198 0.73545 2.65118 -0.1669 -0.1331 0.0799
H -4.23136 -1.23420 0.72327 0.0105 -0.0371 -0.0423
H -4.41465 -3.68876 0.53723 0.0406 0.0156 -0.0130
H -2.42822 -5.05693 0.12653 0.0067 0.0813 0.0213
H -2.23278 -0.39134 3.09001 -0.0319 0.0086 0.0178
H -3.87001 0.05135 4.88277 -0.0013 0.0334 -0.0647
H -5.73524 1.63236 4.49148 0.0238 -0.0150 -0.0250
H -5.96301 2.76023 2.30716 0.0184 -0.0112 0.0000
H -4.33851 2.32098 0.50236 -0.0121 -0.0392 0.0696
H -1.83275 3.29326 -0.62125 0.1002 0.1186 0.1030
H -2.65077 4.34524 -2.68853 -0.0149 -0.0287 0.0278
H -3.91895 2.99962 -4.33361 0.0266 -0.0300 0.0467
H -4.30557 0.59334 -3.92261 0.0279 0.0281 0.0380
H -3.40487 -0.48479 -1.90775 -0.0331 0.0182 0.0132
Te -1.20042 3.01142 2.86790 0.0021 0.1011 -0.0288
Te 0.43040 4.84189 3.91044 -0.1416 -0.1842 -0.0678
Te 2.00421 5.52767 1.82958 0.0665 -0.0116 -0.1101
Te 1.09772 4.04708 -0.17202 0.1100 0.4755 -0.1786

=====

Record 6
9
Properties=species:S:1:pos:R:3:forces:R:3 method="wB97M-V/def2-TZVPD" lumo_ha="0.016 / 0.012" homo_energy_ev="-8.00 / -8.07" smiles="C/C=C/I" de_lowest_kcal_mol=57.36 max_force_ev_per_a=8.985
C -0.65428 -0.04657 -0.07404 -0.2910 -0.0237 -0.0138
C 0.74012 -0.43954 -0.27531 6.6085 6.0648 0.5297
C 1.99228 0.72575 -0.17618 -5.8830 -6.3692 -0.6460
I 3.96166 0.19948 -0.44406 -0.2445 0.0871 0.0378
H -1.25188 -0.32492 -0.94549 -0.1028 0.0248 -0.0070
H -1.07397 -0.57553 0.78402 -0.1082 -0.0026 0.0558
H -0.75075 1.02263 0.09206 -0.0326 0.0563 0.0096
H 1.07252 -1.43906 -0.46354 0.1094 -0.3576 -0.0668
H 1.71528 1.74097 -0.00602 -0.0559 0.5202 0.1006